Entry 1:
# C25H38N4O4S

C25H38N4O4S in the gas phase (the ωB97M-V functional and the def2-TZVPD basis, OMol25).

CARTESIAN COORDINATES (ANGSTROEM)
1 C -7.9414 -0.1798 1.9654
2 C -6.9913 0.7478 1.2153
3 C -5.6323 0.1145 0.9221
4 C -5.7053 -1.0242 -0.0969
5 N -4.3724 -1.4920 -0.4376
6 C -3.8624 -2.5381 0.4267
7 C -2.3744 -2.3467 0.7360
8 C -2.1314 -1.1056 1.5896
9 C -0.6528 -0.9158 1.9048
10 C -4.1734 -1.7316 -1.8499
11 C -3.8702 -0.4165 -2.5850
12 N -2.6040 0.1193 -2.1637
13 C -2.4951 1.1558 -1.3228
14 O -3.4240 1.8689 -0.9720
15 C -1.1019 1.4193 -0.8326
16 C -0.9644 2.4681 0.0231
17 N 0.1841 2.8449 0.6145
18 C 0.1891 3.9726 1.5176
19 C 1.3403 2.1488 0.3497
20 C 2.5635 2.4943 0.9463
21 C 3.7006 1.7696 0.6718
22 C 3.6523 0.7010 -0.2145
23 S 5.1570 -0.2376 -0.5261
24 O 5.1854 -0.6097 -1.9071
25 O 6.2457 0.5173 0.0206
26 N 5.0584 -1.6445 0.3591
27 C 4.0958 -2.6334 -0.0774
28 C 2.8864 -2.5240 0.8740
29 C 3.3738 -1.6426 2.0370
30 C 4.8816 -1.4809 1.7840
31 C 2.4751 0.3603 -0.8290
32 C 1.2992 1.0603 -0.5444
33 C 0.0461 0.6071 -1.1721
34 O 0.0249 -0.3928 -1.8902
35 H -8.2021 -1.0452 1.3616
36 H -8.8610 0.3438 2.2186
37 H -7.4823 -0.5296 2.8880
38 H -7.4535 1.0588 0.2760
39 H -6.8316 1.6467 1.8153
40 H -4.9641 0.8735 0.5125
41 H -5.1941 -0.2542 1.8515
42 H -6.1858 -0.6434 -1.0009
43 H -6.3263 -1.8492 0.2855
44 H -4.4146 -2.5065 1.3685
45 H -4.0180 -3.5379 -0.0147
46 H -1.8132 -2.2540 -0.1953
47 H -2.0083 -3.2320 1.2617
48 H -2.5162 -0.2367 1.0548
49 H -2.6888 -1.1956 2.5249
50 H -0.0750 -0.8444 0.9866
51 H -0.2717 -1.7582 2.4789
52 H -0.4934 -0.0072 2.4828
53 H -3.3172 -2.3985 -1.9772
54 H -5.0484 -2.2121 -2.3212
55 H -3.8488 -0.5940 -3.6648
56 H -4.6294 0.3326 -2.3527
57 H -1.7656 -0.4322 -2.3299
58 H -1.8530 3.0409 0.2558
59 H 0.8588 4.7542 1.1537
60 H 0.5073 3.6654 2.5157
61 H -0.8168 4.3802 1.5840
62 H 2.6262 3.3285 1.6250
63 H 4.6492 2.0226 1.1182
64 H 4.5635 -3.6192 0.0032
65 H 3.8579 -2.4500 -1.1232
66 H 2.0313 -2.0730 0.3742
67 H 2.5881 -3.5111 1.2226
68 H 2.8779 -0.6718 2.0173
69 H 3.1831 -2.1001 3.0058
70 H 5.4449 -2.2699 2.2918
71 H 5.2825 -0.5143 2.0830
72 H 2.4331 -0.4432 -1.5477

SMILES = CCCCN(CCCC)CCNC(=O)c1cn(C)c2ccc(S(=O)(=O)N3CCCC3)cc2c1=O
energy relative to the best compared isomer or geometry (same formula, charge and spin) = 3.1 kcal/mol
strongest force on any atom = 1.220 eV Å⁻¹
gap between HOMO and LUMO = 0.290 hartree


Entry 2:
# C16H33Cl3CsF2N6O9P

A molecular structure, C16H33Cl3CsF2N6O9P (the ωB97M-V functional and the def2-TZVPD basis, OMol25).

CARTESIAN COORDINATES (ANGSTROEM)
1 O -2.6344 -3.5659 -1.0205
2 P -1.0843 -3.7448 -0.7583
3 O -0.6003 -5.4236 -0.5679
4 O -0.2659 -3.0619 -2.1790
5 N -0.4774 -2.7494 0.6340
6 C 0.7468 -3.1574 1.4242
7 N 0.9435 -2.0533 2.4655
8 N -0.1235 -1.2179 2.1460
9 N -0.9923 -1.5477 1.0955
10 H 0.2148 -5.6269 -1.1355
11 H 0.7315 -3.1443 -1.9807
12 H 1.3969 -4.1233 1.2135
13 H -1.8156 -1.0259 0.7112
14 O -1.4239 1.3441 1.0592
15 C -1.2974 2.3576 1.7367
16 N -1.7455 3.5615 1.2860
17 C -0.6521 2.3622 3.0923
18 H -1.6640 4.4225 1.8071
19 H -2.1842 3.5836 0.3745
20 H 0.3774 2.0059 2.9987
21 H -1.2120 1.6979 3.7563
22 H -0.6370 3.3638 3.5312
23 F 0.3730 -2.0578 4.6920
24 C -0.8104 0.3774 -3.0238
25 C -1.3139 1.6949 -2.4719
26 O -2.7336 1.6992 -2.4460
27 H -1.1954 0.2117 -4.0354
28 H 0.2827 0.3597 -3.0547
29 H -1.1594 -0.4589 -2.4093
30 H -0.9813 2.5258 -3.1010
31 H -0.9437 1.8619 -1.4557
32 H -3.0187 0.9629 -1.8781
33 C -4.7438 6.5954 -1.7183
34 C -3.6410 6.9372 -2.7152
35 C -2.3670 6.1186 -2.4968
36 C -1.8136 6.3908 -1.1075
37 N -1.3546 6.6166 0.0451
38 H -4.4437 6.8214 -0.6902
39 H -5.6429 7.1828 -1.9302
40 H -5.0088 5.5334 -1.7751
41 H -3.4132 8.0074 -2.6389
42 H -4.0118 6.7584 -3.7305
43 H -1.6133 6.3902 -3.2435
44 H -2.5753 5.0480 -2.5985
45 C 4.4928 -5.5191 -1.4688
46 C 4.1197 -5.7684 0.0019
47 C 4.4470 -7.2252 0.3696
48 O 2.8140 -5.6030 0.1230
49 H 3.9489 -6.1783 -2.1582
50 H 4.2886 -4.4822 -1.7646
51 H 5.5635 -5.6974 -1.6254
52 H 4.8064 -5.1478 0.5951
53 H 3.9014 -7.9483 -0.2511
54 H 4.2094 -7.4375 1.4197
55 H 5.5173 -7.4212 0.2320
56 C 3.6575 1.2331 5.4095
57 C 2.6765 0.4362 6.1996
58 O 1.7316 1.3957 6.6160
59 C 1.7455 2.3516 5.6449
60 O 0.8789 3.1986 5.5059
61 O 2.8461 2.2407 4.8400
62 F 3.2590 -0.0929 7.2989
63 H 4.4275 1.6974 6.0347
64 H 4.1471 0.6388 4.6333
65 H 2.1740 -0.3514 5.6280
66 C -0.8756 -2.9544 -5.4849
67 Cl -1.8495 -1.8522 -6.4729
68 Cl -1.5417 -4.5954 -5.5435
69 Cl 0.8118 -2.9483 -6.0255
70 H -0.9067 -2.6070 -4.4490
71 Cs -4.7623 0.8046 -3.2146

strongest force on any atom = 10.074 eV Å⁻¹
gap between HOMO and LUMO = 0.124 hartree


Entry 3:
# C38H108Cl2N8O11

10 unconnected molecules or ions with the total composition C38H108Cl2N8O11 (the ωB97M-V functional and the def2-TZVPD basis, OMol25).

CARTESIAN COORDINATES (ANGSTROEM)
1 C -27.5212 -9.8118 9.6144
2 O -28.6403 -9.9474 10.3769
3 C -29.5599 -10.9844 10.1341
4 C -30.7460 -10.9154 11.0445
5 N -31.5218 -9.5860 10.7644
6 H -30.7247 -8.9810 10.5769
7 H -32.0676 -9.6148 9.8595
8 C -32.3703 -9.0409 11.8780
9 C -32.4253 -7.5575 11.7836
10 O -31.0464 -7.0214 11.5934
11 C -31.0556 -5.6745 11.4884
12 H -26.9288 -10.7443 9.6886
13 H -26.7915 -9.1337 10.0059
14 H -27.8259 -9.5795 8.5309
15 H -29.0047 -11.8972 10.3602
16 H -29.8847 -11.0384 9.0868
17 H -30.4901 -10.9475 12.0800
18 H -31.4634 -11.6992 10.8176
19 H -31.9384 -9.5314 12.7352
20 H -33.3521 -9.5135 11.7769
21 H -32.9173 -7.1651 12.6961
22 H -32.9536 -7.2948 10.8620
23 H -31.6359 -5.0738 12.2149
24 H -31.4748 -5.3792 10.4911
25 H -30.0935 -5.2709 11.5857
26 C -18.7166 -14.3875 19.8053
27 O -18.1324 -15.1240 20.8621
28 C -17.5576 -14.3694 21.9178
29 C -16.0665 -14.5957 21.8169
30 N -15.8546 -16.0999 21.6499
31 H -15.9961 -16.6296 22.5355
32 H -16.6275 -16.3329 20.9785
33 C -14.5706 -16.5418 20.9781
34 C -14.4086 -15.9876 19.5838
35 O -15.6258 -16.3047 18.9332
36 C -15.6765 -15.8968 17.5686
37 H -18.9618 -15.1491 19.0653
38 H -18.0361 -13.5658 19.5613
39 H -19.6360 -13.9723 20.1655
40 H -17.9007 -14.6210 22.9073
41 H -17.7712 -13.3169 21.8353
42 H -15.5638 -14.2314 22.7058
43 H -15.7600 -14.0778 20.8597
44 H -14.6090 -17.6053 20.8602
45 H -13.6637 -16.2713 21.4994
46 H -13.5074 -16.4286 19.1042
47 H -14.2774 -14.8914 19.5517
48 H -16.6808 -15.9574 17.1756
49 H -15.1105 -16.5867 16.9337
50 H -15.4100 -14.8667 17.4108
51 C -24.7843 -7.2380 16.5486
52 O -23.6864 -6.6589 17.3135
53 C -23.9520 -5.2697 17.6247
54 C -23.4145 -4.9983 19.0174
55 N -22.2366 -5.7840 19.2468
56 H -22.4741 -6.7578 19.4164
57 H -21.5399 -5.6342 18.5333
58 C -21.5760 -5.3339 20.5561
59 C -21.1021 -6.5663 21.3220
60 O -22.0147 -7.6373 21.2189
61 C -23.1685 -7.3713 22.0019
62 H -24.5314 -8.2767 16.6094
63 H -24.7986 -7.0029 15.4787
64 H -25.7144 -7.0205 17.0812
65 H -25.0008 -4.9446 17.5619
66 H -23.3586 -4.6589 16.9365
67 H -24.1143 -5.2421 19.7930
68 H -23.1332 -3.9480 19.0310
69 H -22.3879 -4.7457 20.9750
70 H -20.7185 -4.6886 20.3834
71 H -20.8986 -6.3355 22.3883
72 H -20.1423 -6.8693 20.9536
73 H -23.5576 -6.3840 21.7063
74 H -22.8907 -7.3705 23.0573
75 H -23.9704 -8.1087 21.7806
76 C -18.6055 -8.7493 9.3925
77 C -18.6669 -9.9884 10.2081
78 C -20.0485 -10.5628 10.2043
79 O -20.0311 -11.7633 10.9453
80 C -21.2779 -12.4595 10.8815
81 N -17.8905 -11.2007 9.6108
82 H -18.1779 -11.3599 8.6492
83 H -16.8668 -11.1213 9.6391
84 H -18.1778 -11.9725 10.1535
85 H -19.2765 -8.0491 9.8961
86 H -18.8788 -8.9058 8.3697
87 H -17.6485 -8.2263 9.5610
88 H -18.1849 -9.9239 11.2048
89 H -20.3478 -10.8336 9.1502
90 H -20.8004 -9.8386 10.5874
91 H -21.1278 -13.4643 11.3104
92 H -21.6094 -12.5697 9.8388
93 H -21.9690 -11.8185 11.4753
94 C -24.7709 0.9784 6.3897
95 C -24.3328 0.2895 5.1096
96 C -24.2853 -1.1984 5.3116
97 O -24.5191 -1.9604 4.1517
98 C -24.0128 -3.2814 4.2655
99 N -25.3965 0.4699 3.9169
100 H -26.2956 0.0948 4.2770
101 H -25.5558 1.4873 3.7101
102 H -25.1134 -0.0813 3.1032
103 H -25.8869 0.9519 6.5784
104 H -24.4741 2.0014 6.5028
105 H -24.3488 0.4521 7.2370
106 H -23.3433 0.6450 4.7943
107 H -24.9740 -1.5138 6.1444
108 H -23.3215 -1.4359 5.7251
109 H -22.9270 -3.2440 4.3093
110 H -24.3303 -3.9178 3.4467
111 H -24.3895 -3.6826 5.2244
112 C -26.1436 -15.3894 18.5298
113 C -24.8929 -14.8008 19.2203
114 C -24.3394 -13.5817 18.5316
115 O -23.4438 -12.9879 19.4369
116 C -22.4168 -12.3156 18.6924
117 N -25.1894 -14.4870 20.6938
118 H -25.3475 -15.3389 21.2239
119 H -24.3347 -14.1270 21.0232
120 H -26.0189 -13.8829 20.8381
121 H -26.8370 -14.5614 18.5276
122 H -26.5729 -16.2426 19.0724
123 H -25.9615 -15.6870 17.4852
124 H -24.1091 -15.5549 19.2916
125 H -25.0981 -12.8642 18.3272
126 H -23.8545 -13.8574 17.5818
127 H -21.8478 -11.6844 19.3555
128 H -22.9733 -11.6365 17.9965
129 H -21.7510 -12.9717 18.1330
130 C -21.7403 -4.7494 13.9676
131 C -20.4192 -4.2442 13.3402
132 C -19.9477 -2.9117 14.0117
133 O -20.8362 -1.8960 13.5856
134 C -20.8232 -0.7515 14.4081
135 N -19.5023 -5.3463 13.7102
136 H -18.5235 -5.2286 13.4239
137 H -19.4355 -5.4420 14.7545
138 H -19.8337 -6.3085 13.2617
139 H -22.6204 -4.2950 13.4321
140 H -21.7181 -4.5007 15.0245
141 H -21.7470 -5.8632 13.8368
142 H -20.5568 -4.1716 12.2474
143 H -18.8818 -2.5943 13.7550
144 H -19.9570 -3.0838 15.0692
145 H -21.1755 0.1316 13.8761
146 H -19.8369 -0.5480 14.9428
147 H -21.5658 -0.9872 15.1780
148 C -13.3605 -1.5087 17.8260
149 C -12.7661 -2.5892 18.7162
150 C -12.9289 -4.0346 18.1883
151 O -12.1205 -4.1567 16.9986
152 C -12.1472 -5.4099 16.3324
153 N -11.2291 -2.5244 18.9515
154 H -10.9400 -1.6230 19.2120
155 H -10.9024 -3.1099 19.6885
156 H -10.8357 -2.9105 18.0673
157 H -13.2895 -1.8008 16.7905
158 H -12.9630 -0.4760 17.9807
159 H -14.3697 -1.3865 18.1012
160 H -13.2185 -2.4318 19.6986
161 H -13.9885 -4.2114 17.9726
162 H -12.5967 -4.7673 18.9179
163 H -11.5610 -5.3081 15.4203
164 H -13.1852 -5.7352 16.1783
165 H -11.6954 -6.2080 16.8932
166 Cl -20.1640 -5.1377 17.1669
167 Cl -20.7927 -7.6451 12.5256

charge = +6
strongest force on any atom = 4.132 eV Å⁻¹
gap between HOMO and LUMO = 0.295 hartree


Entry 4:
# C4H2O2

C4H2O2 in the gas phase (the ωB97M-V functional and the def2-TZVPD basis, OMol25).

CARTESIAN COORDINATES (ANGSTROEM)
1 O -2.8382 -0.1125 0.6149
2 C -1.9795 -0.5638 -0.1069
3 C -0.5807 -0.1694 -0.0163
4 C 0.5845 0.1504 0.0421
5 C 1.9806 0.5643 0.1028
6 O 2.8237 -0.0534 0.7038
7 H -2.1990 -1.3091 -0.8910
8 H 2.2086 1.4936 -0.4493

SMILES = O=CC#CC=O
energy relative to the best compared isomer or geometry (same formula, charge and spin) = 7.4 kcal/mol
strongest force on any atom = 0.695 eV Å⁻¹
gap between HOMO and LUMO = 0.385 hartree


Entry 5:
# C45H40BrN8O2S3Tl

A molecular structure, C45H40BrN8O2S3Tl (the ωB97M-V functional and the def2-TZVPD basis, OMol25).

CARTESIAN COORDINATES (ANGSTROEM)
1 Tl 1.0898 0.2742 1.6643
2 N 2.9556 2.7107 5.2299
3 C 2.9158 1.8559 4.1792
4 S 2.7169 2.5537 2.6145
5 N 3.1093 0.5902 4.5247
6 N 2.9276 -0.3063 3.5503
7 C 3.3465 -1.5112 3.7518
8 C 4.0172 -1.9435 5.0126
9 C 5.2993 -2.4865 4.9721
10 C 5.9474 -2.8621 6.1414
11 C 5.3137 -2.7085 7.3659
12 C 4.0333 -2.1719 7.4148
13 C 3.3919 -1.7843 6.2475
14 C 3.2013 -2.4827 2.6438
15 C 3.3177 -3.8605 2.8627
16 C 3.2212 -4.7275 1.7906
17 C 3.0159 -4.2145 0.5175
18 C 2.8939 -2.8428 0.3899
19 N 2.9801 -2.0001 1.4148
20 H 2.8486 3.6920 5.0657
21 H 3.0627 2.3446 6.1601
22 H 5.8003 -2.6029 4.0171
23 H 6.9488 -3.2733 6.0959
24 H 5.8152 -3.0046 8.2797
25 H 3.5326 -2.0526 8.3682
26 H 2.4008 -1.3535 6.2859
27 H 3.4740 -4.2306 3.8662
28 H 3.3029 -5.7965 1.9445
29 H 2.9368 -4.8625 -0.3465
30 H 2.7178 -2.3810 -0.5790
31 C 4.3715 0.3843 0.0135
32 O 3.0149 0.4904 -0.4133
33 C 2.7808 0.8226 -1.6989
34 C 3.7423 0.8026 -2.6902
35 C 3.4031 1.1957 -3.9821
36 Br 4.7198 1.1065 -5.3470
37 C 2.1446 1.6357 -4.2919
38 C 1.1508 1.6316 -3.3015
39 C 1.4539 1.1858 -2.0127
40 O 0.5391 1.0874 -1.0396
41 C -0.2109 2.0588 -3.6078
42 N -1.2285 1.9386 -2.7847
43 C -2.3387 2.4161 -3.4608
44 C -3.6696 2.5036 -3.0597
45 C -4.5798 3.0244 -3.9623
46 C -4.1826 3.4515 -5.2371
47 C -2.8634 3.3730 -5.6474
48 C -1.9540 2.8463 -4.7381
49 N -0.5932 2.6104 -4.7980
50 H 4.9289 1.2808 -0.2635
51 H 4.8468 -0.5045 -0.4088
52 H 4.3350 0.3010 1.0942
53 H 4.7520 0.4837 -2.4737
54 H 1.9305 1.9704 -5.2984
55 H -0.3306 1.3905 -1.4076
56 H -3.9755 2.1900 -2.0674
57 H -5.6206 3.1090 -3.6728
58 H -4.9233 3.8535 -5.9175
59 H -2.5582 3.7089 -6.6311
60 H 0.0084 2.8297 -5.5701
61 S -0.7741 -2.4321 1.4638
62 C -2.0997 -1.6455 0.8580
63 N -2.5324 -1.8482 -0.4129
64 C -3.6104 -1.0303 -0.9486
65 C -4.6801 -0.8825 0.0951
66 N -4.1069 -0.3045 1.2980
67 C -4.9436 0.6665 2.0067
68 C -5.0243 1.9841 1.2676
69 C -6.1557 2.3224 0.5312
70 C -6.2078 3.5199 -0.1749
71 C -5.1225 4.3836 -0.1536
72 C -3.9868 4.0492 0.5751
73 C -3.9350 2.8559 1.2795
74 C -2.8563 -0.6357 1.7009
75 S -2.1492 0.0350 3.0417
76 C -1.9152 -2.8427 -1.2828
77 C -0.9888 -2.3172 -2.3628
78 C 0.3112 -2.8094 -2.4205
79 C 1.1824 -2.4164 -3.4271
80 C 0.7595 -1.5274 -4.4047
81 C -0.5365 -1.0317 -4.3611
82 C -1.4014 -1.4217 -3.3476
83 H -4.0237 -1.5220 -1.8262
84 H -3.2385 -0.0415 -1.2366
85 H -5.1300 -1.8571 0.3140
86 H -5.4579 -0.2189 -0.2789
87 H -4.5082 0.8074 2.9895
88 H -5.9410 0.2336 2.1187
89 H -7.0114 1.6543 0.5262
90 H -7.0969 3.7776 -0.7392
91 H -5.1574 5.3100 -0.7139
92 H -3.1380 4.7220 0.5919
93 H -3.0509 2.5947 1.8510
94 H -2.7189 -3.4252 -1.7437
95 H -1.3463 -3.4987 -0.6350
96 H 0.6398 -3.5254 -1.6740
97 H 2.1907 -2.8124 -3.4544
98 H 1.4346 -1.2323 -5.1991
99 H -0.8884 -0.3446 -5.1226
100 H -2.4121 -1.0323 -3.3584

energy relative to the best compared isomer or geometry (same formula, charge and spin) = 2.3 kcal/mol
strongest force on any atom = 0.755 eV Å⁻¹
gap between HOMO and LUMO = 0.225 hartree


| no. | E (eV) | highest occupied orbital energy (eV) |
| --- | --- | --- |
| 1 | -51528.4921 | -8.15 |
| 2 | -97323.8431 | -5.70 |
| 3 | -100586.7322 | -16.71 |
| 4 | -8272.2077 | -11.01 |
| 5 | -170573.6521 | -6.69 |